Entry 1:
Density functional theory data (ωB97M-V/def2-TZVPD) for 2 unconnected molecules or ions with the total composition C3H9N2O in a non-equilibrium geometry.

## Properties
- Total energy: -304.10671 a.u.
- Frontier orbital gap: 6.85 eV
- Energy relative to the best compared isomer or geometry (same formula, charge and spin): 3.909 eV
- M: 89.1 g/mol
- HOMO energy: -12.4 eV

The geometry in ORCA input format:
```
! wB97M-V def2-TZVPD RIJCOSX def2/J DEFGRID3
* xyz 1 1
C -2.98 0.58 -0.06
C 0.94 -0.83 -0.68
C 1.41 0.94 0.95
N -2.45 -0.25 0.74
N 0.95 0.61 -0.37
O -3.48 1.25 -0.81
H 1.48 1.15 -1.17
H 1.89 -1.46 -0.71
H 0.44 -1.55 0.00
H 0.46 -0.97 -1.71
H 2.01 1.85 0.81
H 0.53 1.23 1.59
H 1.87 0.03 1.34
H -1.37 -0.36 0.71
H -2.97 -1.10 1.20
*
```

=====

Entry 2:
Density functional theory data (ωB97M-V/def2-TZVPD) for a gas-phase ion, C3H9N2O (charge +1) in a non-equilibrium geometry.

## Properties
- SMILES: C[NH2+]CC(N)=O
- Total energy: -304.20264 a.u.
- Frontier orbital gap: 11.25 eV
- Energy relative to the best compared isomer or geometry (same formula, charge and spin): 1.298 eV
- M: 89.1 g/mol
- HOMO energy: -14.8 eV

The geometry in ORCA input format:
```
! wB97M-V def2-TZVPD RIJCOSX def2/J DEFGRID3
* xyz 1 1
C -1.51 0.98 -0.88
N -0.11 1.18 -0.35
C 0.71 -0.11 -0.28
C 0.13 -1.06 0.80
N 1.13 -1.73 1.48
O -1.00 -0.95 1.21
H -1.41 0.56 -1.89
H -1.94 0.18 -0.30
H -2.02 1.93 -0.92
H -0.14 1.69 0.54
H 0.47 1.81 -0.92
H 0.85 -0.45 -1.30
H 1.68 0.25 0.08
H 1.13 -2.72 1.67
H 2.04 -1.58 1.07
*
```

=====

Entry 3:
Density functional theory data (ωB97M-V/def2-TZVPD) for 2 unconnected molecules or ions with the total composition C3H9N2O2 in a non-equilibrium geometry.

## Properties
- Total energy: -379.57162 a.u.
- Frontier orbital gap (spin up / spin down): 10.57 / 6.43 eV
- Energy relative to the best compared isomer or geometry (same formula, charge and spin): 1.812 eV
- M: 105.1 g/mol
- HOMO energy (spin up / spin down): -9.5 / -9.5 eV

The geometry in ORCA input format:
```
! wB97M-V def2-TZVPD RIJCOSX def2/J DEFGRID3
* xyz 0 2
N -0.08 1.69 -2.02
C 0.22 0.28 -1.85
O -0.42 -0.34 -0.82
H 0.59 2.22 -1.45
H -0.97 1.84 -1.55
H 0.03 -0.27 -2.79
H 1.32 0.25 -1.69
O 1.16 1.22 0.68
C 0.73 0.06 0.69
C -0.24 -0.42 1.77
N -0.65 -1.81 1.53
H 1.43 -0.71 0.31
H 0.30 -0.35 2.72
H -1.07 0.29 1.66
H -1.36 -2.05 2.20
H -1.00 -1.91 0.60
*
```

=====

Entry 4:
Density functional theory data (ωB97M-V/def2-TZVPD) for 2 unconnected molecules or ions with the total composition C3H9N2O2S in a non-equilibrium geometry.

## Properties
- Total energy: -777.95897 a.u.
- Frontier orbital gap: 7.69 eV
- Energy relative to the best compared isomer or geometry (same formula, charge and spin): 0.866 eV
- M: 137.2 g/mol
- HOMO energy: -4.6 eV

The geometry in ORCA input format:
```
! wB97M-V def2-TZVPD RIJCOSX def2/J DEFGRID3
* xyz -1 1
N 2.61 2.68 0.24
C 1.65 1.76 -0.25
O 0.59 2.23 -0.78
O 1.98 0.54 -0.10
H 3.51 2.34 0.34
H 2.48 3.69 0.02
C -0.57 -0.97 -0.13
C -1.83 -1.64 0.40
S -1.39 -2.66 1.87
N -0.86 -0.04 -1.25
H 0.02 -0.45 0.67
H 0.07 -1.79 -0.50
H -2.51 -0.88 0.80
H -2.32 -2.16 -0.42
H -2.64 -2.88 2.33
H -0.22 0.78 -1.18
H -0.56 -0.54 -2.05
*
```